{
  "formula": "C44H80F18N14O2P3",
  "method": "ωB97M-V/def2-TZVPD",
  "symbols": ["C", "C", "N", "C", "C", "N", "C", "C", "H", "H", "H", "H", "H", "H", "H", "H", "H", "H", "H", "C", "C", "N", "C", "C", "N", "C", "C", "H", "H", "H", "H", "H", "H", "H", "H", "H", "H", "H", "C", "C", "N", "C", "C", "N", "C", "C", "H", "H", "H", "H", "H", "H", "H", "H", "H", "H", "H", "C", "C", "N", "C", "C", "N", "C", "C", "H", "H", "H", "H", "H", "H", "H", "H", "H", "H", "H", "C", "C", "N", "C", "C", "N", "C", "C", "H", "H", "H", "H", "H", "H", "H", "H", "H", "H", "H", "C", "C", "N", "C", "C", "N", "C", "C", "H", "H", "H", "H", "H", "H", "H", "H", "H", "H", "H", "C", "C", "N", "C", "C", "N", "C", "C", "H", "H", "H", "H", "H", "H", "H", "H", "H", "H", "H", "C", "C", "O", "O", "H", "H", "H", "P", "F", "F", "F", "F", "F", "F", "P", "F", "F", "F", "F", "F", "F", "P", "F", "F", "F", "F", "F", "F"],
  "positions_angstrom": [[-4.84885, 1.05498, 7.21758], [-3.82963, 1.95886, 6.52260], [-3.60224, 1.59057, 5.14023], [-4.32653, 1.75830, 4.00023], [-3.60986, 1.33819, 2.97099], [-2.46566, 0.77824, 3.48820], [-2.51433, 0.90500, 4.80780], [-1.54192, -0.02195, 2.70135], [-5.77323, 1.11000, 6.68255], [-5.13709, 1.52086, 8.14926], [-4.51184, 0.05633, 7.46609], [-2.85179, 1.98798, 7.02112], [-4.16370, 3.00802, 6.54153], [-5.27635, 2.24892, 3.98886], [-3.84658, 1.29005, 1.91911], [-1.82772, 0.52124, 5.51891], [-1.77880, 0.11054, 1.64757], [-1.58986, -1.06475, 2.96243], [-0.49615, 0.34224, 2.85333], [5.06588, 4.33923, -2.67058], [5.29420, 5.22716, -3.87722], [6.70109, 5.22811, -4.36893], [7.62325, 6.23806, -4.29862], [8.77014, 5.76806, -4.81952], [8.49371, 4.51826, -5.26438], [7.22353, 4.22665, -4.99154], [9.46194, 3.63862, -5.97012], [5.36103, 3.27718, -2.84543], [3.99017, 4.48822, -2.44022], [5.62253, 4.81555, -1.82280], [4.94330, 6.19530, -3.64032], [4.66541, 4.87747, -4.72002], [7.38845, 7.15010, -3.81503], [9.74501, 6.21039, -4.94159], [6.79051, 3.23515, -5.08689], [8.91801, 3.12818, -6.74920], [9.80714, 2.95588, -5.21392], [10.17671, 4.38040, -6.38828], [-3.17992, -2.63172, -4.33638], [-3.73087, -3.69523, -3.43227], [-4.99372, -3.40855, -2.89810], [-6.14103, -4.25577, -2.93537], [-7.20062, -3.52562, -2.52282], [-6.68510, -2.28386, -2.13596], [-5.40476, -2.26213, -2.41505], [-7.46819, -1.18176, -1.51923], [-3.91858, -2.47098, -5.13394], [-2.24618, -3.03658, -4.78271], [-2.94081, -1.70718, -3.81185], [-3.01321, -3.83410, -2.63021], [-3.82506, -4.59782, -4.03524], [-6.00542, -5.25459, -3.24680], [-8.19987, -3.79358, -2.34555], [-4.73096, -1.46357, -2.10677], [-7.91989, -1.36667, -0.58945], [-8.24644, -0.87348, -2.19864], [-6.81110, -0.36820, -1.43704], [-1.69378, -2.19174, -0.70929], [-0.53940, -2.73873, -1.56091], [0.49207, -1.83351, -1.96059], [1.76775, -2.23009, -2.34884], [2.52837, -1.09575, -2.54149], [1.67943, -0.07865, -2.30206], [0.47044, -0.49105, -1.92900], [2.12421, 1.26487, -2.25293], [-2.63012, -2.75314, -0.94658], [-1.91597, -1.10309, -0.72880], [-1.37820, -2.42601, 0.34273], [-0.96305, -3.11318, -2.52981], [-0.10252, -3.55794, -1.03816], [1.97319, -3.29561, -2.42757], [3.56811, -0.97389, -2.85772], [-0.33159, 0.15295, -1.64472], [1.20960, 1.87531, -2.04300], [2.45722, 1.52278, -3.23343], [2.80949, 1.47513, -1.42445], [-1.19427, 3.08909, -4.43655], [-2.40911, 3.21964, -3.52626], [-2.20698, 4.35133, -2.62328], [-2.00182, 5.73427, -2.95554], [-2.12843, 6.36641, -1.76425], [-2.52224, 5.44895, -0.84999], [-2.51392, 4.25084, -1.36371], [-2.97837, 5.68077, 0.55333], [-0.30838, 2.91732, -3.74906], [-1.09956, 3.90021, -5.13509], [-1.22397, 2.20556, -5.11533], [-2.57047, 2.39209, -2.83484], [-3.41669, 3.24546, -4.04092], [-1.75957, 5.98856, -3.92819], [-2.05253, 7.41339, -1.55077], [-2.80281, 3.30890, -0.83453], [-2.15849, 5.48839, 1.26164], [-3.62121, 4.85209, 0.86578], [-3.54138, 6.64352, 0.60026], [0.40098, -7.67457, 7.03935], [-0.04086, -7.08511, 5.63114], [-1.34722, -7.64398, 5.03169], [-1.74492, -7.27658, 3.75916], [-2.91785, -7.91232, 3.55111], [-3.19903, -8.69830, 4.71629], [-2.22121, -8.46739, 5.56983], [-4.27839, -9.63172, 5.01082], [0.65681, -8.73595, 6.95174], [-0.40166, -7.57133, 7.78562], [1.19578, -7.01345, 7.34536], [0.74123, -7.20539, 4.84474], [-0.18754, -6.01838, 5.68518], [-1.17941, -6.58590, 3.11676], [-3.56605, -8.00824, 2.69231], [-2.24002, -8.88680, 6.54756], [-4.04220, -10.01301, 6.01165], [-4.37409, -10.38307, 4.28393], [-5.18115, -9.07659, 5.03075], [4.27833, 3.63560, 4.09665], [4.72911, 3.34486, 2.71643], [4.94043, 1.96116, 2.36239], [6.15347, 1.35078, 2.42256], [5.98927, 0.12788, 1.92249], [4.63974, -0.03767, 1.68710], [4.03751, 1.09515, 1.94497], [4.07369, -1.24480, 1.18029], [4.98139, 3.22768, 4.76955], [3.29806, 3.20333, 4.26246], [4.11393, 4.72556, 4.15694], [5.69366, 3.87940, 2.52420], [3.96565, 3.75160, 2.11072], [7.06992, 1.88037, 2.70040], [6.69319, -0.63610, 1.67432], [2.98977, 1.31347, 1.82129], [4.43610, -1.48718, 0.20855], [2.96540, -1.16795, 1.10341], [4.26092, -2.11811, 1.79585], [-5.47605, 1.97576, -1.11021], [-4.51728, 0.81873, -0.88327], [-4.92856, -0.14447, -0.19129], [-3.33542, 0.88834, -1.42042], [-6.16086, 1.84685, -1.98020], [-4.93242, 2.90201, -1.40659], [-6.05826, 2.19653, -0.24272], [4.99992, 0.48668, -5.23595], [3.41728, 0.18438, -5.25802], [5.28909, -0.82095, -4.25725], [5.11361, -0.51078, -6.50897], [6.54939, 0.75042, -5.21323], [4.84148, 1.79259, -6.16778], [4.89692, 1.39063, -3.87373], [-0.00008, 3.24812, 0.88291], [-1.62248, 3.03921, 1.00847], [0.10170, 1.67135, 0.48957], [-0.11063, 3.50807, -0.77279], [1.59518, 3.34156, 0.72114], [-0.12677, 4.82040, 1.17744], [0.25799, 2.92701, 2.42288], [0.96576, -4.65362, 2.05324], [0.62410, -5.03071, 0.48051], [0.67051, -3.05920, 1.75513], [-0.66079, -4.77464, 2.26591], [1.22627, -4.25468, 3.58517], [1.08145, -6.24674, 2.33347], [2.51291, -4.49545, 1.68320]],
  "forces_ev_per_a": [[0.291, 1.067, 0.446], [-0.570, 0.627, 0.922], [1.062, -1.207, 0.054], [-1.532, 1.791, 0.755], [0.603, -1.021, -1.223], [-0.323, -0.458, -0.053], [0.109, 0.430, -0.586], [1.599, 0.617, -0.248], [-0.535, -0.602, -0.666], [0.261, 0.168, 0.501], [0.038, -0.202, -0.423], [-0.267, -0.266, -0.160], [-0.082, -0.397, -0.091], [-0.232, 0.168, 0.120], [0.081, -0.027, 0.027], [0.623, -0.145, 0.250], [-0.075, 0.019, 0.088], [-0.182, -0.377, 0.157], [-0.896, -0.241, -0.090], [0.384, 0.549, 0.667], [-0.209, -1.562, -1.159], [-1.933, 1.614, 0.845], [-0.223, 0.260, 0.813], [0.320, 0.416, -0.280], [0.042, -0.955, -0.708], [1.188, -2.277, -0.377], [-0.652, 1.596, 0.272], [-0.464, 0.896, 0.280], [0.543, -0.642, -0.003], [-0.317, -0.768, -0.462], [0.247, 1.318, 0.036], [0.449, 0.130, 0.326], [-0.069, 0.630, 0.185], [-0.122, 0.074, 0.005], [-0.146, 0.168, -0.373], [0.096, -0.211, -0.262], [0.771, -0.296, -0.159], [-0.013, -1.203, 0.245], [0.242, -0.047, -0.858], [2.043, -0.760, -0.537], [-3.691, -0.851, 0.378], [1.079, 1.262, -0.209], [1.784, 0.381, 0.586], [-1.733, -0.363, 0.262], [1.230, 1.502, 1.080], [0.187, -0.198, -2.044], [0.419, 0.322, 0.046], [-0.575, 0.394, 0.156], [-0.109, 0.088, -0.053], [-0.031, -0.528, 0.180], [0.061, -0.189, 0.354], [-0.229, -0.768, -0.368], [-1.000, -0.218, 0.028], [-0.270, 0.088, -0.236], [-0.134, -0.914, 1.263], [-0.311, -0.187, -0.428], [0.878, 0.948, 0.432], [0.340, 0.021, 1.347], [-2.246, -0.421, -1.706], [1.523, 1.582, 0.204], [0.041, -0.078, 0.141], [-0.435, -2.281, -0.211], [-0.082, 0.295, 0.804], [0.681, -1.194, -0.296], [-1.853, 2.197, 0.519], [0.782, 0.522, 0.363], [0.075, -0.659, -0.501], [-0.697, 0.199, -0.722], [0.341, 0.008, 0.758], [0.493, -0.606, 0.260], [0.162, 0.461, -0.007], [-0.493, 0.043, -0.004], [-0.370, 0.174, 0.153], [0.829, -0.244, -0.099], [0.829, 0.380, -0.397], [0.137, -0.287, -0.467], [0.459, -1.854, 0.526], [-0.680, -0.531, -0.550], [-0.537, 1.267, -1.995], [-0.202, -2.756, 2.455], [-0.261, 0.865, -1.214], [-0.504, 0.412, 3.085], [-0.913, -1.537, 0.528], [0.061, -0.221, 0.054], [-0.725, 0.637, -1.085], [0.360, 0.707, 0.102], [-0.318, 0.357, 0.704], [0.455, -0.425, -0.181], [1.186, 0.649, 0.226], [0.433, 0.727, -1.449], [-0.001, 0.139, 0.182], [0.434, 1.029, -0.766], [-0.022, 1.180, -0.440], [-0.444, 0.230, -0.679], [0.814, -0.797, 0.197], [-1.628, 0.378, -1.712], [-0.048, -0.974, 0.146], [2.298, 1.142, 0.583], [-0.293, -0.084, 0.041], [-0.933, -1.520, 0.665], [0.780, 1.086, -1.625], [-0.094, 0.019, -0.182], [0.611, 1.044, 1.072], [0.338, 0.394, 0.119], [0.170, 0.022, -0.283], [0.548, -0.286, 0.210], [-0.620, -0.295, 0.632], [-0.223, 0.339, 0.228], [-0.259, -0.449, 0.487], [0.157, 0.235, 0.093], [0.481, -0.107, 0.498], [-0.417, -0.253, -0.426], [0.226, -1.119, -0.860], [-1.002, 0.405, 0.220], [-1.019, 0.335, -0.034], [1.115, 1.301, -0.402], [-0.098, 0.522, 0.752], [1.402, 0.974, -0.208], [-0.152, -1.188, -0.024], [1.128, -0.368, -0.188], [-0.915, 0.562, 0.015], [-2.140, -1.113, -0.144], [0.635, 0.022, 1.305], [-0.171, -0.270, 0.190], [0.494, -0.472, 0.355], [-0.835, -0.483, -0.083], [-0.557, 0.287, -1.374], [-0.602, -0.276, -0.088], [0.173, -0.288, 0.145], [-0.108, -0.020, -0.041], [0.449, 0.117, -0.834], [0.754, 0.140, 0.134], [0.193, 0.165, 0.429], [0.466, 1.205, -1.518], [1.939, -0.520, -0.549], [0.107, 0.352, -0.220], [-1.863, 0.134, 0.746], [0.343, -0.403, 0.635], [-0.184, -0.571, 0.335], [-0.504, -0.033, 0.588], [0.261, -2.281, -0.747], [-0.234, 0.661, 0.833], [-0.786, 0.330, 0.098], [0.322, 0.759, 0.188], [1.820, 0.383, -0.241], [-0.587, 0.154, 0.181], [-0.845, 0.328, 0.049], [0.435, -0.581, -1.841], [0.630, 0.399, 0.290], [-0.028, -0.527, 0.417], [-0.342, 0.361, 1.151], [0.810, 0.410, -0.193], [-0.082, -0.411, -0.173], [-0.766, -0.221, 0.642], [-1.389, 0.012, -1.586], [0.608, 0.533, 0.107], [0.588, -0.016, -0.403], [-0.101, -0.121, 0.979], [-0.085, -0.604, 0.057], [0.411, 0.511, 0.586], [-0.144, -0.001, 0.235]],
  "mulliken_charge": [-1.053, -0.594, 0.184, -1.029, -0.228, 0.549, -0.118, -0.859, 0.347, 0.383, 0.315, 0.337, 0.362, 0.510, 0.532, 0.480, -0.109, 0.678, 0.176, -0.496, -0.797, 0.172, -0.471, -0.267, 0.104, -0.087, -0.776, 0.186, 0.196, 0.323, 0.404, 0.326, 0.433, 0.429, 0.347, 0.369, 0.313, 0.303, -1.033, -0.274, 0.265, -0.388, -0.582, 0.196, 0.194, -0.575, 0.418, 0.409, 0.141, 0.264, 0.294, 0.487, 0.487, -0.052, 0.342, 0.403, -0.012, 0.022, -0.253, 0.455, -1.052, -0.365, 0.507, -0.367, -0.168, 0.282, -0.541, 0.050, 0.210, 0.166, 0.561, 0.710, 0.514, -0.451, 0.315, 0.196, -1.270, 0.488, 0.488, -0.503, -0.768, 0.306, -0.274, -0.765, 0.184, 0.430, 0.400, -0.316, 0.214, 0.544, 0.525, 0.329, 0.184, 0.254, 0.429, -1.327, -0.258, 0.166, -0.217, -0.880, 0.095, 0.160, -0.766, 0.365, 0.372, 0.388, 0.318, 0.356, 0.425, 0.437, 0.350, 0.231, 0.356, 0.375, -1.204, -0.363, 0.255, -0.377, -0.562, 0.226, -0.106, -0.872, 0.418, 0.291, 0.372, 0.378, 0.159, 0.420, 0.500, 0.482, 0.407, 0.111, 0.440, -1.286, 0.785, -0.711, -0.322, 0.286, 0.053, 0.428, 1.292, -0.368, -0.418, -0.348, -0.392, -0.372, -0.371, 1.421, -0.342, -0.233, -0.348, -0.369, -0.481, -0.387, 1.466, -0.403, -0.424, -0.410, -0.415, -0.405, -0.372],
  "orbital_gap_ev": 9.041,
  "total_charge": 3
}

{
  "formula": "C5H9IN3",
  "method": "ωB97M-V/def2-TZVPD",
  "symbols": ["H", "N", "C", "N", "C", "C", "C", "N", "C", "I", "H", "H", "H", "H", "H", "H", "H", "H"],
  "positions_angstrom": [[-1.15566, 2.99529, -1.02723], [-1.38527, 2.32241, -0.29238], [-0.85855, 1.27589, 0.06048], [-0.53658, 0.29625, 0.78630], [-1.19853, -0.53084, 1.78267], [0.20919, -0.01872, -0.46395], [-0.60515, -0.75717, -1.47865], [1.55918, -0.15594, -0.52640], [2.39754, -0.07638, 0.45421], [4.44994, -0.18415, 0.02276], [-1.67715, 0.15609, 2.35019], [-2.09656, -1.11083, 1.25291], [-0.59858, -1.04943, 2.46375], [-0.55677, -0.21075, -2.37858], [-0.36476, -1.75016, -1.87447], [-1.68390, -0.95986, -1.21446], [1.87948, -0.20734, -1.46764], [2.22213, -0.03435, 1.55047]],
  "forces_ev_per_a": [[-0.065, -0.871, 0.295], [0.010, -0.455, 0.808], [0.715, 3.298, -2.766], [2.572, -2.840, 0.941], [-2.690, -1.171, -3.457], [-4.522, 0.007, 1.029], [-1.196, -1.619, -0.638], [0.535, 0.836, 2.511], [2.109, -0.441, -0.028], [-0.753, 0.115, 0.151], [-1.755, 2.182, 2.010], [2.255, 0.582, 1.262], [1.277, -1.194, 0.236], [-0.542, 1.008, -1.244], [0.946, -0.241, 0.869], [1.100, 0.958, 0.054], [0.771, -0.241, -0.825], [-0.767, 0.089, -1.209]],
  "mulliken_charge": [0.281, -0.651, 0.680, -0.055, -0.923, 0.233, -1.454, -0.011, -0.159, 0.193, 0.432, 0.283, 0.326, 0.427, 0.427, 0.292, 0.277, 0.403],
  "orbital_gap_ev": [7.416, 7.415],
  "smiles": "[H]/N=C1/N(C)[C@]1(C)/[NH+]=C/I",
  "total_charge": 1
}

Record-wise energy relative to the best compared isomer or geometry (same formula, charge and spin) values, in kcal per mole: 0.00; 104.83